No. 1
C44H75F3IN9O3P2 | ωB97M-V/def2-TZVPD

The value obtained for the frontier orbital gap is 7.7 eV. The strongest force on any atom is 0.135 hartree/bohr. Its calculated total energy is -101223.70015 eV. The SMILES is [H]/N=C\Cc1c(CCCCC)cc(C[C@@H](C)OCc2ccccc2)c2nc(C[C@H](C)I)c(CCC(F)=C(F)F)nc12.CN(C)P(=O)(N(C)C)N(C)C.CN(C)P(=O)(N(C)C)N(C)C. The calculation puts the HOMO energy at -8.05 eV.

```
! RIJCOSX wB97M-V def2-TZVPD def2/J DEFGRID3
* xyz 0 1
H 0.602 -6.888 2.200
N 1.253 -7.647 1.986
C 1.681 -7.485 0.808
C 1.288 -6.387 -0.176
C 1.040 -5.038 0.450
C -0.181 -4.695 0.987
C -1.417 -5.580 1.049
C -1.962 -6.077 -0.324
C -1.970 -7.633 -0.374
C -3.222 -8.265 0.232
C -3.261 -8.269 1.773
C -0.317 -3.383 1.539
C 0.708 -2.481 1.587
C 0.451 -1.126 2.229
C 0.704 0.085 1.298
C 0.305 -0.235 -0.167
O 0.216 1.332 1.757
C -1.096 1.343 2.274
C -2.182 1.193 1.218
C -3.110 0.163 1.213
C -4.025 0.114 0.163
C -4.009 1.048 -0.859
C -3.091 2.104 -0.851
C -2.186 2.145 0.200
C 1.984 -2.847 1.068
N 2.998 -1.940 1.167
C 4.117 -2.352 0.630
C 5.287 -1.380 0.689
C 5.945 -1.412 2.111
C 5.645 -2.687 2.915
I 5.010 0.195 3.257
C 4.292 -3.640 0.030
C 5.616 -4.064 -0.575
C 5.678 -3.801 -2.126
C 4.535 -2.974 -2.600
F 3.347 -3.596 -2.832
C 4.582 -1.617 -2.785
F 5.260 -1.083 -3.788
F 3.970 -0.727 -2.029
N 3.328 -4.521 -0.028
C 2.130 -4.112 0.488
H 2.384 -8.233 0.427
H 2.095 -6.330 -0.909
H 0.427 -6.755 -0.737
H -1.262 -6.417 1.730
H -2.210 -4.988 1.516
H -3.002 -5.763 -0.444
H -1.369 -5.659 -1.138
H -1.062 -7.992 0.119
H -1.874 -7.965 -1.416
H -4.148 -7.858 -0.184
H -3.213 -9.320 -0.069
H -2.242 -8.388 2.159
H -3.602 -7.295 2.135
H -3.837 -9.097 2.182
H -1.282 -3.106 1.953
H -0.561 -1.181 2.633
H 1.135 -1.028 3.082
H 1.789 0.189 1.247
H 0.391 0.713 -0.709
H 1.057 -0.897 -0.599
H -0.715 -0.610 -0.261
H -1.242 2.348 2.688
H -1.266 0.672 3.124
H -3.116 -0.589 1.996
H -4.774 -0.670 0.097
H -4.708 1.007 -1.688
H -3.055 2.856 -1.629
H -1.452 2.946 0.213
H 4.843 -0.394 0.555
H 6.000 -1.543 -0.119
H 7.014 -1.221 2.069
H 4.633 -2.692 3.314
H 5.833 -3.594 2.332
H 6.323 -2.716 3.772
H 5.645 -5.149 -0.463
H 6.469 -3.624 -0.065
H 5.689 -4.749 -2.673
H 6.629 -3.299 -2.327
C -1.618 7.589 5.520
N -1.513 7.077 4.171
C -0.172 7.094 3.603
P -2.790 6.563 3.143
O -2.309 5.175 2.830
N -4.196 6.129 4.033
C -4.581 6.681 5.318
C -4.628 4.738 3.951
N -3.443 8.173 2.956
C -4.557 8.185 1.968
C -2.513 9.233 2.529
H -2.380 8.369 5.617
H -0.685 8.057 5.837
H -1.833 6.793 6.239
H -0.006 7.977 2.968
H 0.003 6.210 2.986
H 0.596 7.094 4.376
H -4.018 6.230 6.144
H -5.642 6.493 5.505
H -4.469 7.763 5.353
H -4.023 4.082 4.589
H -4.571 4.367 2.931
H -5.672 4.647 4.260
H -4.209 7.926 0.964
H -5.020 9.172 1.932
H -5.334 7.477 2.248
H -1.977 8.977 1.611
H -1.787 9.463 3.306
H -3.064 10.158 2.357
C 0.771 -0.847 -4.192
N -0.262 0.077 -4.611
C -1.583 -0.508 -4.782
P -0.080 1.734 -5.027
O -1.074 2.337 -4.075
N 1.341 2.411 -4.338
C 2.552 1.682 -4.025
C 1.161 3.488 -3.371
N 0.826 1.388 -6.482
C 1.086 2.632 -7.257
C 0.233 0.433 -7.435
H 1.650 -0.822 -4.846
H 0.417 -1.878 -4.226
H 1.091 -0.656 -3.162
H -1.789 -0.759 -5.835
H -2.363 0.182 -4.452
H -1.702 -1.420 -4.197
H 2.461 1.122 -3.089
H 3.392 2.375 -3.912
H 2.845 1.004 -4.826
H 0.866 3.109 -2.384
H 0.406 4.195 -3.705
H 2.089 4.053 -3.254
H 0.158 3.078 -7.627
H 1.733 2.419 -8.109
H 1.595 3.373 -6.646
H -0.784 0.709 -7.727
H 0.220 -0.577 -7.030
H 0.847 0.383 -8.335
*
```

---

No. 2
C44H76N2O7PS3SeTi | ωB97M-V/def2-TZVPD

The value obtained for the frontier orbital gap (spin up / spin down) is 6.1 / 4.7 eV. As for the expectation value of S²: 2.012. The strongest force on any atom is 0.051 hartree/bohr. Its calculated total energy is -194436.21673 eV. The calculation puts the HOMO energy (spin up / spin down) at -4.25 / -4.25 eV.

```
! RIJCOSX wB97M-V def2-TZVPD def2/J DEFGRID3
* xyz -1 3
Ti -1.277 0.087 0.147
C -4.116 1.086 -1.745
O -3.722 0.842 -0.406
C -4.740 0.172 0.311
C -4.331 0.049 1.759
O -3.093 -0.628 1.902
C -3.270 -1.773 2.766
C -2.015 -2.316 3.392
O -1.102 -2.766 2.424
C -0.068 -3.486 3.066
H -4.896 1.857 -1.775
H -3.234 1.416 -2.286
H -4.498 0.170 -2.208
H -5.673 0.748 0.254
H -4.901 -0.821 -0.127
H -4.224 1.043 2.194
H -5.120 -0.481 2.298
H -3.896 -1.466 3.607
H -3.783 -2.561 2.196
H -1.557 -1.543 4.007
H -2.303 -3.150 4.046
H 0.454 -2.852 3.791
H -0.477 -4.365 3.584
H 0.632 -3.810 2.305
C -1.969 -2.669 -7.155
C -1.177 -3.264 -5.979
C -1.821 -4.600 -5.605
C 0.270 -3.530 -6.419
C -1.182 -2.279 -4.813
C -1.687 -2.587 -3.564
C -1.678 -1.641 -2.544
Se -2.304 -2.066 -0.799
C 0.533 -0.972 -0.230
C 1.282 -2.037 -0.659
C 2.675 -1.971 -0.554
C 3.233 -0.798 -0.053
C 2.505 0.330 0.324
C 1.101 0.233 0.207
O 0.202 1.213 0.386
C 3.210 1.647 0.677
C 2.609 2.332 1.912
C 3.063 2.590 -0.529
C 4.697 1.426 0.972
C 3.583 -3.146 -0.913
C 4.633 -2.713 -1.948
C 2.801 -4.322 -1.503
C 4.291 -3.637 0.361
C -1.165 -0.338 -2.723
O -1.238 0.532 -1.738
C -0.613 -0.028 -3.993
C -0.641 -0.999 -4.982
C 0.071 1.320 -4.240
C 0.569 1.484 -5.678
C 1.282 1.406 -3.296
C -0.898 2.479 -3.953
H -1.972 -3.360 -8.002
H -3.002 -2.484 -6.855
H -1.537 -1.724 -7.486
H -1.853 -5.252 -6.480
H -1.251 -5.106 -4.823
H -2.843 -4.456 -5.251
H 0.297 -4.214 -7.271
H 0.769 -2.605 -6.711
H 0.836 -3.974 -5.598
H -2.097 -3.561 -3.333
H 0.786 -2.911 -1.066
H 4.313 -0.748 0.021
H 1.539 2.481 1.804
H 2.768 1.721 2.799
H 3.088 3.305 2.061
H 2.010 2.833 -0.675
H 3.615 3.520 -0.357
H 3.441 2.120 -1.440
H 4.821 0.666 1.746
H 5.255 1.121 0.083
H 5.130 2.359 1.340
H 4.144 -2.351 -2.855
H 5.271 -1.917 -1.564
H 5.272 -3.560 -2.215
H 2.303 -4.036 -2.432
H 3.487 -5.142 -1.723
H 2.050 -4.690 -0.802
H 4.918 -2.853 0.787
H 3.553 -3.928 1.110
H 4.925 -4.502 0.141
H -0.218 -0.752 -5.946
H 1.312 0.726 -5.933
H -0.252 1.428 -6.397
H 1.042 2.463 -5.776
H 1.967 0.578 -3.490
H 1.818 2.348 -3.440
H 0.960 1.336 -2.258
H -1.793 2.392 -4.576
H -1.192 2.463 -2.908
H -0.420 3.439 -4.169
S -2.005 2.275 1.903
C -2.650 3.284 0.732
N -2.028 3.463 -0.448
C -2.474 4.356 -1.500
C -3.372 5.433 -0.913
C -4.446 4.763 -0.069
N -3.781 3.993 0.963
H -1.225 2.865 -0.593
H -3.015 3.805 -2.279
H -1.601 4.810 -1.971
H -3.814 6.036 -1.705
H -2.781 6.081 -0.263
H -5.080 4.130 -0.704
H -5.089 5.506 0.405
H -4.273 3.738 1.801
C 3.199 -0.531 5.388
C 2.191 -0.841 6.492
C 1.602 -2.235 6.309
O 1.195 0.187 6.634
P -0.187 0.413 5.771
S -1.626 -0.789 6.394
S 0.220 0.473 3.826
O -0.583 1.844 6.398
C 0.018 3.144 6.285
C -0.072 3.723 4.881
C 1.450 3.151 6.803
H 4.020 -1.251 5.426
H 3.603 0.477 5.509
H 2.719 -0.594 4.415
H 2.717 -0.801 7.452
H 1.111 -2.302 5.338
H 0.863 -2.443 7.080
H 2.400 -2.979 6.363
H -0.602 3.750 6.953
H 0.590 3.190 4.202
H 0.207 4.780 4.899
H -1.087 3.624 4.497
H 2.091 2.588 6.125
H 1.494 2.686 7.787
H 1.816 4.178 6.878
*
```

---

No. 3
C44H77N11 | ωB97M-V/def2-TZVPD

The value obtained for the frontier orbital gap is 11.0 eV. The strongest force on any atom is 0.120 hartree/bohr. Its calculated total energy is -63261.11620 eV. The SMILES is CCCC#N.CCCC#N.CCCC#N.CCCC#N.CCCC#N.CCCC#N.CCCC#N.CCCC#N.CCCC#N.CCCC#N.CCCC#N. The calculation puts the HOMO energy at -10.83 eV.

```
! RIJCOSX wB97M-V def2-TZVPD def2/J DEFGRID3
* xyz 0 1
C -3.881 -2.690 3.409
C -4.224 -3.444 2.183
C -5.111 -4.704 2.199
C -6.456 -4.328 2.632
N -7.553 -3.947 2.946
H -4.617 -2.614 4.209
H -3.528 -1.666 3.281
H -3.047 -3.123 3.962
H -3.289 -3.792 1.744
H -4.567 -2.689 1.476
H -4.790 -5.548 2.810
H -5.323 -5.146 1.225
C -4.879 1.317 2.092
C -6.385 1.053 2.025
C -7.004 0.039 2.890
C -6.471 0.001 4.266
N -6.026 -0.085 5.368
H -4.327 0.393 1.922
H -4.548 1.841 2.989
H -4.615 2.039 1.320
H -6.520 0.857 0.961
H -6.834 2.046 2.042
H -6.636 -0.907 2.492
H -8.080 0.145 2.749
C 1.104 -2.974 3.875
C 0.868 -2.189 5.111
C 1.523 -0.786 5.137
C 0.616 0.121 4.391
N -0.039 0.839 3.820
H 2.124 -3.355 3.819
H 0.724 -2.487 2.977
H 0.543 -3.903 3.976
H 1.235 -2.751 5.969
H -0.209 -2.044 5.193
H 2.540 -0.805 4.745
H 1.781 -0.528 6.164
C 3.626 -5.545 1.642
C 3.842 -6.794 0.855
C 3.845 -6.773 -0.651
C 2.637 -6.147 -1.222
N 1.711 -5.630 -1.693
H 4.166 -5.645 2.584
H 2.587 -5.503 1.970
H 4.053 -4.668 1.155
H 2.999 -7.366 1.244
H 4.723 -7.335 1.200
H 3.965 -7.694 -1.222
H 4.669 -6.171 -1.036
C 5.989 1.344 1.914
C 5.017 0.970 0.887
C 5.230 1.444 -0.538
C 6.441 0.734 -1.053
N 7.414 0.254 -1.314
H 6.941 0.854 1.712
H 5.683 1.084 2.927
H 6.218 2.406 1.829
H 3.995 1.229 1.163
H 4.899 -0.097 1.072
H 5.507 2.494 -0.443
H 4.433 1.318 -1.271
C -0.470 7.372 -0.985
C -0.927 6.058 -1.859
C -0.154 5.717 -3.120
C -0.049 6.799 -4.121
N 0.073 7.672 -4.895
H -0.438 8.205 -1.687
H 0.509 7.367 -0.506
H -1.159 7.659 -0.190
H -1.963 6.205 -2.163
H -0.933 5.220 -1.162
H -0.515 4.866 -3.697
H 0.896 5.525 -2.898
C 3.134 5.360 -5.567
C 2.741 3.890 -5.641
C 4.002 2.944 -5.531
C 4.451 2.876 -4.087
N 4.833 2.885 -2.964
H 3.915 5.504 -6.314
H 3.560 5.653 -4.608
H 2.344 6.037 -5.892
H 2.235 3.526 -6.536
H 2.133 3.643 -4.771
H 4.695 3.336 -6.276
H 3.956 1.861 -5.641
C -0.388 -7.924 3.943
C -1.806 -8.537 3.885
C -2.556 -8.557 2.470
C -2.596 -7.300 1.795
N -2.567 -6.312 1.280
H 0.408 -8.607 3.648
H -0.165 -7.457 4.902
H -0.346 -6.951 3.454
H -2.386 -8.104 4.699
H -1.867 -9.567 4.235
H -3.605 -8.847 2.536
H -2.094 -9.372 1.912
C 4.538 7.569 -1.547
C 3.616 6.352 -1.589
C 3.065 5.751 -0.251
C 4.113 5.339 0.665
N 4.971 5.001 1.353
H 5.464 7.281 -1.050
H 4.153 8.461 -1.053
H 4.891 7.791 -2.554
H 4.086 5.582 -2.202
H 2.791 6.705 -2.207
H 2.274 5.068 -0.561
H 2.567 6.612 0.194
C -0.439 -2.457 -0.150
C -0.164 -0.938 -0.539
C 0.167 0.063 0.569
C 0.457 1.391 -0.059
N 0.713 2.379 -0.538
H -1.448 -2.572 0.247
H 0.276 -2.683 0.641
H -0.425 -3.153 -0.988
H -1.032 -0.623 -1.119
H 0.677 -1.089 -1.215
H 1.048 -0.107 1.188
H -0.728 0.173 1.182
C -5.463 0.513 -5.332
C -5.492 2.105 -5.466
C -4.148 2.683 -6.033
C -3.018 2.218 -5.169
N -2.161 1.917 -4.422
H -4.830 0.042 -4.580
H -5.227 0.098 -6.312
H -6.453 0.094 -5.154
H -5.828 2.398 -4.471
H -6.349 2.279 -6.117
H -4.290 3.764 -6.022
H -3.961 2.399 -7.068
*
```